# 1
Entry from the OMol25 dataset: a structure of composition C24H17BrF5IrN8O (wB97M-V/def2-TZVPD).

Each line ends with the natural charge from an NBO analysis.
Geometry (Å):
Ir -0.648 -0.173 0.287  0.96
Br -3.255 3.419 -3.357  0.18
F 0.720 2.746 2.631  -0.23
F 2.154 6.437 0.195  -0.19
F 1.036 2.535 -2.066  -0.24
F 1.952 5.121 -2.121  -0.23
F 1.546 5.373 2.553  -0.22
O 0.564 1.373 0.300  -0.49
N -3.183 -4.779 -1.560  -0.75
N 2.911 -0.642 -0.176  -0.06
N -1.983 -1.574 0.164  -0.63
N 2.695 0.456 0.333  -0.13
N -5.270 -4.757 -0.588  -0.71
N -2.167 1.147 -0.136  -0.45
N 0.852 -1.601 0.791  -0.47
N -3.920 -2.969 -0.251  -0.59
C 0.396 -2.640 1.507  0.09
C 4.506 3.052 -1.579  -0.19
C -3.091 1.441 0.794  0.05
C 0.891 2.572 0.288  0.32
C 3.447 1.580 -0.013  0.19
C 2.858 -2.875 0.430  -0.17
C 3.791 1.902 -1.343  -0.22
C 4.860 3.894 -0.511  -0.11
C 1.655 4.511 -1.000  0.26
C 1.116 -3.805 1.738  -0.21
C 1.414 4.645 1.474  0.25
C -4.194 2.945 -0.702  -0.14
C 1.008 3.350 1.515  0.43
C -4.115 2.332 0.539  -0.21
C -4.104 -4.180 -0.809  0.68
C 1.759 5.215 0.220  0.51
C 2.356 -3.951 1.155  -0.10
C -3.235 2.636 -1.657  -0.12
C 4.537 3.562 0.804  -0.23
C -2.873 -2.296 -0.098  0.67
C 2.115 -1.716 0.324  0.27
C 1.230 3.218 -0.969  0.39
C -2.242 1.726 -1.346  0.00
C 3.823 2.408 1.060  -0.21
H -4.843 2.543 1.310  0.27
H 3.597 2.091 2.072  0.25
H 4.809 3.305 -2.586  0.26
H -3.361 -5.667 -2.002  0.43
H -4.985 3.649 -0.926  0.27
H -0.602 -2.539 1.906  0.23
H 2.936 -4.856 1.273  0.27
H 3.845 -2.892 -0.011  0.27
H 3.516 1.230 -2.146  0.26
H -2.995 0.944 1.749  0.23
H -2.336 -4.300 -1.812  0.42
H -5.523 -5.643 -0.996  0.43
H -5.945 -4.288 -0.006  0.44
H 0.678 -4.581 2.349  0.26
H 5.428 4.793 -0.715  0.26
H -1.498 1.441 -2.077  0.23
H 4.870 4.190 1.621  0.26

Summary:
ΔE to the lowest compared entry with this formula, charge and spin = 4.78 kJ/mol
Energy = -125571.0499 eV
Kohn-Sham gap (spin up / spin down) = 4.72 / 4.63 eV
Maximum force = 0.0113 hartree/bohr
2S+1 = 2
Total charge = +3



# 2
Entry from the OMol25 dataset: an isolated molecule of C20H21ClNO6PS at a distorted geometry (wB97M-V/def2-TZVPD).

Each line ends with the natural charge from an NBO analysis.
Geometry (Å):
Cl -1.532 4.309 -0.380  0.03
S 1.422 1.022 2.517  2.30
P -1.996 -0.379 0.348  2.42
O 1.691 0.454 3.802  -0.93
O -1.579 -1.890 0.623  -0.82
O -2.857 -0.028 1.655  -0.83
O -2.658 -0.095 -0.923  -1.09
O -0.294 3.033 -2.702  -0.52
O 1.071 2.411 2.439  -0.93
N 0.202 0.062 1.851  -0.87
C 4.749 0.140 -0.418  -0.18
C 3.500 -0.460 1.539  -0.20
C 0.445 1.030 -1.686  -0.18
C -0.387 0.542 0.630  -0.31
C -0.856 2.727 -0.426  -0.03
C -1.445 -3.166 -1.447  -0.64
C -3.954 0.885 1.552  -0.06
C 1.855 -1.362 -1.723  -0.18
C -2.200 -2.921 -0.154  -0.06
C 0.431 0.197 -0.566  0.09
C 1.130 -1.005 -0.602  -0.24
C 1.873 -0.534 -2.837  -0.22
C 2.765 0.699 1.391  -0.27
C -0.256 2.331 -1.714  0.49
C -0.856 1.950 0.662  -0.20
C -5.237 0.149 1.212  -0.63
C 4.503 -0.739 0.626  -0.22
C 3.012 1.592 0.368  -0.21
C 4.012 1.306 -0.547  -0.20
C 1.169 0.650 -2.818  -0.15
H -5.428 -0.633 1.943  0.21
H 2.433 -0.819 -3.715  0.22
H 3.279 -1.114 2.368  0.24
H -1.264 2.307 1.598  0.25
H 5.528 -0.082 -1.133  0.22
H -5.144 -0.300 0.226  0.22
H -0.414 -3.439 -1.238  0.21
H -6.069 0.847 1.207  0.22
H 2.423 2.494 0.309  0.25
H -2.193 -3.808 0.486  0.19
H -3.234 -2.642 -0.374  0.19
H 2.403 -2.292 -1.732  0.22
H -1.923 -3.969 -2.002  0.22
H -1.453 -2.260 -2.047  0.23
H 1.155 1.312 -3.671  0.24
H -4.024 1.371 2.529  0.19
H -0.468 -0.223 2.552  0.43
H -3.739 1.634 0.784  0.19
H 5.092 -1.638 0.727  0.22
H 1.103 -1.644 0.267  0.24
H 4.213 1.991 -1.356  0.23

Summary:
ΔE to the lowest compared entry with this formula, charge and spin = 20.57 kJ/mol
Energy = -67504.4631 eV
SMILES = CCOP(=O)(OCC)[C@]1(NS(=O)(=O)c2ccccc2)C=C(Cl)C(=O)c2ccccc21
Kohn-Sham gap = 9.09 eV
Maximum force = 0.0217 hartree/bohr
Total charge = 0



# 3
Entry from the OMol25 dataset: a cluster of 3 separate species, C20H18F17IO5 in total at a distorted geometry (wB97M-V/def2-TZVPD).

Each line ends with the natural charge from an NBO analysis.
Geometry (Å):
I 4.896 -0.697 -1.676  0.22
F 7.003 -2.870 -1.843  -0.33
F 8.159 -6.637 -4.354  -0.31
F -7.598 2.871 7.525  -0.32
F -6.491 1.866 4.131  -0.32
F -4.873 1.125 2.878  -0.32
F 7.608 -6.095 -6.384  -0.33
F -3.923 2.964 4.652  -0.31
F 5.649 -4.209 -2.873  -0.31
F -3.851 3.625 2.582  -0.33
F 7.206 -6.391 -1.863  -0.31
F 5.931 -7.912 -5.262  -0.32
F -5.737 2.351 6.517  -0.32
F 6.290 -5.106 -0.359  -0.32
F -7.424 5.442 6.498  -0.32
F 5.412 -6.532 -3.660  -0.32
F -7.590 3.907 4.984  -0.32
F 0.141 1.595 -3.191  -0.29
O -5.624 4.926 5.358  -0.50
O 0.852 1.001 1.335  -0.49
O 7.810 -4.128 -3.448  -0.50
O -4.980 0.555 -0.200  -0.74
O 2.094 -0.258 -3.396  -0.47
C -6.771 4.404 5.931  0.85
C -6.451 3.380 7.018  0.50
C -0.797 2.410 -0.587  -0.45
C 5.861 -6.599 -4.931  0.52
C -5.616 2.223 3.168  0.52
C 0.370 1.513 -0.915  -0.13
C 7.241 -5.961 -5.078  0.59
C 7.335 -4.464 -4.743  -0.14
C 1.965 0.292 -2.366  0.45
C 7.223 -5.149 -1.338  0.50
C -3.380 2.304 -0.688  -0.43
C -4.699 3.359 3.620  0.60
C 2.597 0.429 -0.057  -0.28
C -3.661 1.013 0.136  -0.08
C 1.216 0.980 0.215  0.54
C -2.060 2.202 -1.466  -0.39
C 6.905 -4.102 -2.404  0.85
C -5.388 4.684 3.981  -0.14
C 0.763 1.165 -2.113  0.35
C 2.985 0.095 -1.264  -0.20
H -3.605 1.284 1.209  0.19
H 5.135 -6.120 -5.593  0.14
H -6.280 4.862 3.379  0.21
H 3.322 0.310 0.744  0.24
H -0.436 3.446 -0.616  0.23
H -2.954 0.223 -0.145  0.16
H -4.956 -0.406 -0.219  0.47
H 8.208 -4.969 -0.902  0.15
H 6.419 -3.928 -4.991  0.21
H -1.093 2.218 0.454  0.24
H -2.033 2.970 -2.253  0.21
H 8.091 -4.057 -5.415  0.23
H -4.187 2.341 -1.433  0.23
H -4.690 5.468 3.691  0.23
H -5.878 3.841 7.825  0.15
H -2.026 1.247 -2.004  0.21
H -3.463 3.206 -0.071  0.20
H -6.174 2.498 2.268  0.15

Summary:
Energy = -85565.1813 eV
SMILES = O=C1C=C(I)C(=O)C(F)=C1CCCCO.FC(F)C(F)(F)COC(F)(F)C(F)F.FC(F)C(F)(F)COC(F)(F)C(F)F
Kohn-Sham gap = 8.59 eV
Maximum force = 0.0559 hartree/bohr
Total charge = 0



# 4
Entry from the OMol25 dataset: a cluster of 2 separate species, C3H3F3O3S in total at a distorted geometry (wB97M-V/def2-TZVPD).

Each line ends with the natural charge from an NBO analysis.
Geometry (Å):
S -1.456 1.920 -0.369  2.09
F -2.905 -1.432 -1.004  -0.31
F 1.298 0.806 1.003  -0.35
F -1.287 -2.295 0.080  -0.31
O -2.686 2.450 0.087  -0.82
O -0.978 2.158 -1.668  -0.84
O -2.924 -1.171 1.160  -0.55
C 0.512 0.111 0.141  -0.03
C -0.945 0.364 0.338  -0.69
C -2.370 -1.525 0.193  1.14
H -1.386 0.306 1.391  0.28
H 0.943 0.342 -0.934  0.20
H 0.607 -0.943 0.294  0.20

Summary:
ΔE to the lowest compared entry with this formula, charge and spin = 149.34 kJ/mol
Energy = -28286.4388 eV
SMILES = O=S(=O)=CCF.O=C(F)F
Kohn-Sham gap (spin up / spin down) = 8.55 / 8.55 eV
Maximum force = 0.0788 hartree/bohr
Total charge = 0